(A)
C14H16O2 | ωB97M-V/def2-TZVPD

Each line ends with the Mulliken charge.
Atoms and positions in Å:
1 O 2.522 -3.290 -2.339  -0.557
2 O -2.946 1.395 0.160  -0.533
3 C 0.479 1.831 -0.533  -0.511
4 C 0.090 -2.781 -2.150  -0.830
5 C 1.666 -2.082 -0.438  -0.331
6 C -1.337 2.391 1.591  -0.740
7 C -0.740 -2.079 0.120  0.466
8 C -0.920 -2.487 -1.177  -0.114
9 C -0.827 1.396 -0.647  -0.335
10 C 1.425 -2.715 -1.720  0.225
11 C -1.713 1.820 0.418  0.643
12 C -1.909 -1.982 1.132  -1.411
13 C 2.334 2.913 0.643  -1.256
14 C -0.079 3.021 1.551  -0.521
15 C 0.864 2.641 0.667  0.721
16 C 0.614 -1.832 0.410  -0.126
17 H -1.112 0.659 -1.415  0.394
18 H 2.975 2.052 0.664  0.275
19 H 2.572 3.641 1.462  0.330
20 H -2.782 -1.280 0.813  0.150
21 H -1.911 -2.639 -1.640  0.271
22 H 2.806 -1.860 -0.233  0.221
23 H -1.925 2.398 2.471  0.363
24 H 1.055 1.701 -1.475  0.284
25 H 2.516 3.472 -0.394  0.276
26 H 0.790 -1.266 1.301  0.327
27 H 3.080 -2.588 -2.865  0.355
28 H -3.540 1.246 1.033  0.356
29 H -2.503 -2.851 1.329  0.429
30 H -1.548 -1.712 2.107  0.383
31 H 0.083 3.899 2.279  0.241
32 H -0.080 -3.034 -3.127  0.556

Properties
SMILES = Cc1ccc(O)cc1.Cc1ccc(O)cc1
Kohn-Sham gap = 8.62 eV

(B)
C14H16O2 | ωB97M-V/def2-TZVPD

Each line ends with the Mulliken charge.
Atoms and positions in Å:
1 O 4.282 0.011 -0.146  -0.537
2 O -3.068 -1.992 2.082  -0.510
3 C -3.075 -0.634 2.237  0.423
4 C 3.379 -2.345 -2.814  -0.388
5 C 2.632 -0.141 -3.347  -0.269
6 C 3.839 -1.922 -1.532  -0.646
7 C -4.277 1.398 2.907  -0.851
8 C -3.106 2.125 2.955  0.890
9 C 3.696 -0.564 -1.274  0.784
10 C -1.939 0.083 2.573  -0.351
11 C -2.954 3.494 3.473  -1.318
12 C 2.992 0.300 -2.101  -0.731
13 C 2.234 -1.854 -5.068  -1.306
14 C -1.845 1.422 2.753  -0.654
15 C -4.264 0.060 2.487  -0.124
16 C 2.864 -1.478 -3.755  0.467
17 H 2.550 -2.854 -5.431  0.342
18 H 2.578 -1.032 -5.731  0.339
19 H -2.258 4.179 2.908  0.320
20 H 2.063 0.503 -4.000  0.354
21 H -2.444 3.630 4.433  0.300
22 H 4.227 -0.655 0.552  0.309
23 H 4.457 -2.452 -0.839  0.350
24 H 3.754 -3.344 -3.057  0.251
25 H -3.909 4.036 3.628  0.324
26 H -5.207 -0.482 2.393  0.238
27 H -1.053 -0.538 2.630  0.344
28 H 1.166 -1.813 -5.030  0.298
29 H 2.824 1.317 -1.800  0.383
30 H -3.987 -2.183 1.876  0.290
31 H -5.258 1.824 3.154  0.294
32 H -0.891 1.900 2.884  0.387

Properties
SMILES = Cc1ccc(O)cc1.Cc1ccc(O)cc1
Kohn-Sham gap = 9.02 eV

(C)
C14H16O2 | ωB97M-V/def2-TZVPD

Each line ends with the Mulliken charge.
Atoms and positions in Å:
1 O 1.060 -4.229 0.207  -0.551
2 O 1.430 0.360 -2.851  -0.530
3 C -2.457 3.645 -0.490  -1.438
4 C -0.437 -1.794 2.520  -0.432
5 C -0.263 -2.979 1.818  -0.564
6 C -1.516 2.667 -1.161  0.343
7 C -0.775 1.334 -3.021  -0.597
8 C 0.430 -0.712 2.419  0.475
9 C 1.723 -2.009 0.843  -0.413
10 C 0.437 1.319 -0.943  -0.282
11 C 0.357 1.052 -2.325  0.549
12 C 1.480 -0.816 1.529  -0.231
13 C 0.117 0.554 3.165  -1.543
14 C -1.726 2.189 -2.421  -0.531
15 C -0.513 2.120 -0.368  -0.369
16 C 0.815 -3.042 0.944  0.332
17 H -0.474 2.420 0.666  0.489
18 H 0.386 -4.298 -0.492  0.323
19 H 1.257 0.815 -0.448  0.361
20 H -1.974 4.582 -0.175  0.319
21 H 0.944 1.261 3.216  0.370
22 H -2.927 3.189 0.365  0.324
23 H -0.663 1.089 2.634  0.241
24 H -1.049 -3.709 1.899  0.400
25 H 1.343 0.368 -3.820  0.305
26 H -0.958 1.013 -4.041  0.301
27 H 2.398 -2.088 0.010  0.387
28 H -2.582 2.426 -3.036  0.337
29 H -1.289 -1.711 3.198  0.353
30 H -0.313 0.396 4.148  0.452
31 H 2.232 -0.053 1.378  0.431
32 H -3.236 3.992 -1.148  0.390

Properties
SMILES = Cc1ccc(O)cc1.Cc1ccc(O)cc1
Kohn-Sham gap = 9.18 eV

On energetic grounds, (C) is preferred over the next structure by 17.0 kcal/mol.

(A)
C6H16O2 | ωB97M-V/def2-TZVPD

Each line ends with the Mulliken charge.
Atoms and positions in Å:
1 O -6.608 -1.222 -1.192  -0.514
2 O 4.920 3.077 -1.180  -0.507
3 C -6.451 -2.217 -0.167  -0.384
4 C 3.332 2.220 0.332  -0.350
5 C -6.079 -2.239 2.376  -1.066
6 C -6.723 -1.482 1.147  -0.341
7 C 4.210 2.351 1.524  -1.061
8 C 4.194 1.878 -0.910  -0.457
9 H 3.605 1.718 -1.833  0.291
10 H 5.542 2.634 -1.794  0.321
11 H 4.621 1.375 1.833  0.289
12 H -7.122 -3.079 -0.345  0.289
13 H -6.377 -1.764 3.326  0.318
14 H 3.680 2.797 2.382  0.303
15 H -7.806 -1.276 1.252  0.272
16 H 5.047 3.013 1.244  0.284
17 H 4.939 1.062 -0.841  0.340
18 H -6.194 -0.510 1.147  0.259
19 H -5.409 -2.583 -0.234  0.270
20 H -4.979 -2.314 2.350  0.313
21 H -6.503 -3.257 2.345  0.282
22 H -6.634 -1.724 -2.033  0.300
23 H 2.682 1.346 0.529  0.254
24 H 2.679 3.105 0.209  0.293

Properties
SMILES = CCCO.CCCO
Kohn-Sham gap = 11.17 eV

(B)
C6H16O2 | ωB97M-V/def2-TZVPD

Each line ends with the Mulliken charge.
Atoms and positions in Å:
1 O 3.367 -1.222 0.014  -0.630
2 O -1.495 3.096 -0.661  -0.665
3 C -0.494 -1.114 1.407  -0.643
4 C -0.236 -0.182 -0.959  -0.576
5 C 0.564 1.054 1.131  -1.221
6 C 0.118 -0.027 0.491  1.041
7 C -1.821 -1.699 0.887  -1.179
8 C 0.602 0.527 -2.029  -1.396
9 H -0.581 -0.719 2.423  0.374
10 H -1.219 0.262 -1.116  0.370
11 H -2.422 -0.875 0.526  0.306
12 H 1.616 0.144 -2.139  0.336
13 H 0.207 -1.923 1.650  0.261
14 H -1.128 2.354 -0.230  0.317
15 H -0.285 -1.245 -1.187  0.356
16 H 3.258 -0.764 0.853  0.316
17 H 0.340 1.177 2.184  0.266
18 H 0.617 1.609 -1.924  0.271
19 H -2.352 -2.131 1.737  0.388
20 H -0.863 3.789 -0.839  0.323
21 H 1.220 1.812 0.715  0.344
22 H 0.148 0.247 -2.979  0.421
23 H -1.727 -2.448 0.112  0.306
24 H 2.566 -1.724 -0.068  0.316

Properties
SMILES = C=C(CC)CC.O.O
Kohn-Sham gap = 10.17 eV

(C)
C6H16O2 | ωB97M-V/def2-TZVPD

Each line ends with the Mulliken charge.
Atoms and positions in Å:
1 O 2.391 1.512 -0.759  -0.596
2 O 2.225 -2.273 -0.723  -0.507
3 C -0.432 -0.224 -0.581  -1.106
4 C 0.013 -1.506 0.153  -0.404
5 C -0.822 2.193 0.110  -1.499
6 C 1.566 -1.700 0.340  -0.659
7 C -2.449 0.416 0.446  -1.498
8 C -1.043 0.782 0.398  0.972
9 H 1.910 -3.254 -0.548  0.345
10 H -0.587 0.575 1.432  0.114
11 H -2.574 -0.706 0.669  0.300
12 H -2.939 0.648 -0.541  0.350
13 H -1.066 -0.476 -1.404  0.448
14 H -3.010 0.920 1.229  0.397
15 H 2.138 -0.756 0.501  0.222
16 H 0.276 0.369 -1.082  0.436
17 H 1.751 -2.374 1.222  0.351
18 H 2.295 0.733 -1.253  0.327
19 H 3.134 1.383 -0.219  0.294
20 H -1.124 3.030 0.653  0.399
21 H 0.301 2.216 0.049  0.314
22 H -1.215 2.300 -0.934  0.272
23 H -0.320 -1.513 1.245  0.316
24 H -0.420 -2.296 -0.402  0.414

Properties
SMILES = CC(C)CCCO.O
Kohn-Sham gap = 10.70 eV

(D)
C6H16O2 | ωB97M-V/def2-TZVPD

Each line ends with the Mulliken charge.
Atoms and positions in Å:
1 O -3.515 0.656 0.481  -0.581
2 O 1.365 -3.824 -2.178  -0.636
3 C 2.124 1.978 -0.183  -1.624
4 C -2.302 0.407 1.285  -0.374
5 C 1.642 -0.560 -0.427  -1.086
6 C 1.561 0.724 0.484  0.760
7 C 0.059 1.181 0.777  -0.895
8 C -1.160 0.330 0.317  -0.542
9 H -2.306 1.161 2.072  0.270
10 H 0.685 -1.058 -0.441  0.179
11 H 0.092 2.215 0.299  0.204
12 H 3.202 2.178 -0.257  0.362
13 H 2.030 -0.411 -1.452  0.325
14 H 1.954 -4.450 -1.749  0.314
15 H -1.575 0.396 -0.656  0.637
16 H 1.900 1.973 -1.315  0.331
17 H 0.518 -4.038 -1.777  0.313
18 H -3.384 1.299 -0.229  0.317
19 H -0.134 1.558 1.768  0.358
20 H -2.678 -0.422 1.860  0.260
21 H 2.048 0.421 1.412  0.376
22 H 1.745 2.891 0.272  0.399
23 H 2.145 -1.344 0.190  0.248
24 H -0.776 -0.782 0.270  0.084

Properties
SMILES = CC(C)CCCO.O
Kohn-Sham gap = 10.68 eV

On energetic grounds, (B) is preferred over the next structure by 3.1 kcal/mol.